Density functional theory data (ωB97M-V with the def2-TZVPD basis set) for a single C5H9N molecule.

The calculation puts the energy at -250.490928 Ha. The gap between HOMO and LUMO is 9.253 eV. The value obtained for the largest force on an atom is 6.54 eV/Å. As for the SMILES: C1NC[C@@H]2C[C@@H]12.

The geometry in XYZ format:
```
15
Properties=species:S:1:pos:R:3:forces:R:3:nbo_charge:R:1
C -0.52639 1.08758 -0.71361 0.98 3.32 2.38 -0.188
C 0.77386 -0.90417 -0.80214 -0.28 -1.38 2.54 -0.238
C 0.79383 -0.17179 0.54469 -1.03 -1.64 1.26 -0.246
C -0.12661 -0.06363 1.79303 2.51 -3.81 4.68 -0.383
C -0.74919 0.27351 0.61014 -1.38 1.51 -5.12 -0.277
H 0.19491 2.01052 -0.46531 -1.50 -1.82 -0.84 0.174
H -1.42158 1.50841 -1.14395 -0.39 0.02 -0.24 0.200
H -0.69164 -0.32186 -2.23036 1.82 1.01 1.39 0.364
H 1.77729 -1.26588 -1.15829 -1.01 0.79 0.02 0.212
H 0.16426 -1.80118 -0.49983 0.36 0.33 -1.19 0.181
H 1.46439 0.63207 0.52459 0.47 1.45 -0.12 0.192
H 0.21416 0.48342 2.74126 -0.35 -0.16 -1.92 0.237
H -0.43496 -1.13176 2.18675 0.10 2.19 -0.79 0.226
H -1.49361 -0.45417 0.20339 0.90 -0.15 0.85 0.196
N 0.06128 0.11894 -1.59036 -1.21 -1.67 -2.92 -0.650
```
Positions in Å, forces in eV/Å.

---

Density functional theory data (ωB97M-V with the def2-TZVPD basis set) for a single C4H6NP molecule.

The calculation puts the energy at -551.894563 Ha. The gap between HOMO and LUMO (spin up / spin down) is 6.734 / 8.085 eV. The value obtained for the largest force on an atom is 4.29 eV/Å. The expectation value of S² is 2.024. The multiplicity is 3.

The geometry in XYZ format:
```
12
Properties=species:S:1:pos:R:3:forces:R:3:lowdin_spin:R:1
C 1.51821 1.15558 -0.13203 -2.70 2.06 -0.14 0.064
C 0.10542 1.33950 0.05071 0.72 -1.18 0.31 0.508
C -1.39707 -1.43131 0.00362 -3.41 0.18 -0.72 0.661
C 2.10558 -0.00914 -0.05446 2.01 -0.67 -0.05 0.148
N 2.79630 -0.96806 -0.24442 0.62 -1.37 -0.55 0.125
P -1.28414 0.28359 -0.32733 1.65 -1.39 -3.16 0.355
H 2.08341 2.02272 -0.49460 0.17 -0.51 0.40 0.000
H -0.41072 2.27578 0.14950 0.71 0.82 0.03 0.024
H -2.38559 -1.90813 -0.48553 2.15 1.16 1.54 0.026
H -0.56803 -1.91205 -0.36189 2.07 -1.56 -0.52 0.039
H 3.54447 -1.49044 0.23423 -1.02 0.77 0.26 0.019
H -2.07319 0.90787 0.44553 -2.98 1.68 2.59 0.030
```
Positions in Å, forces in eV/Å.

---

Density functional theory data (ωB97M-V with the def2-TZVPD basis set) for a 9-piece molecular cluster, C6H25NO8 overall.

The calculation puts the energy at -899.854319 Ha. The gap between HOMO and LUMO (spin up / spin down) is 10.237 / 6.350 eV. The total charge is +1. The value obtained for the largest force on an atom is 9.81 eV/Å. The expectation value of S² is 0.763. The multiplicity is 2.

The geometry in XYZ format:
```
40
Properties=species:S:1:pos:R:3:forces:R:3:lowdin_spin:R:1
C 2.24472 -0.71456 -1.52858 -3.17 1.32 -3.50 0.000
C 1.23438 -0.20234 -0.46246 -1.92 0.41 -4.55 0.004
C -0.23161 -0.69946 -0.87609 5.49 -1.98 -0.61 0.065
C -1.37919 -0.15383 -0.46539 -3.42 1.16 0.90 0.303
N -2.46934 -0.83886 -1.03983 0.54 -0.47 -0.46 0.050
C -1.89030 -1.71989 -1.94670 -2.29 -0.04 2.63 0.346
C -0.50085 -1.75129 -1.77814 1.09 0.00 -0.44 0.169
H 3.25511 -0.69924 -1.35329 2.32 0.36 1.28 0.000
H 2.04377 -1.74248 -1.90818 -0.04 0.76 0.44 0.000
H 2.10134 0.02477 -2.46250 0.42 -1.96 1.81 0.000
H 1.57848 -0.53064 0.45031 0.08 -0.25 2.51 0.001
H 1.10874 0.89722 -0.66879 0.70 -0.79 1.25 0.003
H -1.52397 0.75207 0.14029 -0.08 -0.72 -0.08 0.008
H -3.40326 -0.97563 -0.57702 1.26 0.60 -1.03 -0.001
H -2.52614 -2.44694 -2.39511 -0.28 -0.26 -0.67 0.013
H 0.12326 -2.53764 -2.32827 -0.69 1.75 1.11 0.002
H -0.10677 0.37838 -3.72848 -1.61 2.44 0.79 0.001
H -0.43511 -1.05345 -4.22877 -0.39 0.36 -0.24 0.002
O 0.23732 -0.39051 -4.07707 1.87 -2.64 -1.12 0.022
H -0.64191 2.52929 2.32137 -0.35 1.59 -2.81 0.000
H -0.29738 2.94030 0.87232 4.47 0.05 -3.11 0.000
O -0.99121 2.96816 1.42041 -3.40 -1.10 5.85 -0.001
H 1.18101 1.40142 3.71269 3.59 -2.40 8.80 0.000
H 0.94294 0.87849 2.38790 0.09 -2.33 -1.26 0.000
O 0.86408 1.59329 2.95835 -3.94 4.37 -7.00 0.000
H 1.84352 2.63242 1.87826 0.75 0.24 -0.78 0.000
H 2.78773 2.03954 0.80082 0.15 0.12 0.08 0.000
O 2.32261 2.84762 1.03917 -0.74 -0.15 0.40 0.000
H -0.12826 -4.22597 0.01701 0.39 -0.49 -0.47 0.000
H 0.03804 -3.45549 1.17025 -2.30 1.91 3.86 0.000
O 0.55891 -3.77874 0.52179 1.83 -1.46 -3.39 0.001
H -0.28425 1.86982 -2.16128 0.04 -0.11 -0.65 0.001
H -0.49144 2.96880 -1.28394 -0.04 1.17 1.04 0.000
O -0.67299 2.75178 -2.18453 0.04 -1.03 -0.40 0.006
H -2.38058 1.36182 3.30464 -0.36 -0.74 -0.26 0.000
H -2.11667 1.86063 1.88446 -1.38 -2.90 1.07 0.000
O -2.45309 0.98113 2.40702 1.15 3.16 -0.94 0.003
H 0.66255 -2.10029 2.85000 1.09 -1.10 -1.39 0.000
H -0.53657 -2.07494 3.76861 2.01 1.39 -0.24 0.000
O 0.33241 -1.58474 3.54872 -2.95 -0.22 1.60 0.000
```
Positions in Å, forces in eV/Å.

---

Density functional theory data (ωB97M-V with the def2-TZVPD basis set) for a single C5H6O2 molecule.

The calculation puts the energy at -344.470222 Ha. The gap between HOMO and LUMO is 10.217 eV. The value obtained for the largest force on an atom is 1.81 eV/Å. As for the SMILES: C#CC(=O)[C@@H](C)O.

The geometry in XYZ format:
```
13
Properties=species:S:1:pos:R:3:forces:R:3:nbo_charge:R:1
C -0.24539 -0.69343 -1.79285 0.00 0.02 0.01 -0.618
C -0.39481 -0.32133 -0.32708 0.06 -0.17 -0.01 0.001
O 0.53205 -1.08272 0.44509 -0.43 -1.58 -0.36 -0.721
C 0.00797 1.11709 0.01681 -0.08 0.10 -0.09 0.503
O -0.25012 2.18308 -0.47712 0.13 -0.80 0.03 -0.481
C 0.73238 0.91323 1.27715 -0.12 1.18 1.37 -0.032
C 0.69065 0.63810 2.46948 0.29 1.60 -0.60 -0.281
H -0.46561 -1.75815 -1.91470 0.03 0.19 0.00 0.228
H 0.77927 -0.50764 -2.13164 -0.16 -0.04 0.09 0.222
H -0.93120 -0.11241 -2.41849 0.12 -0.05 0.19 0.227
H -1.42637 -0.48624 0.02408 0.16 0.12 -0.14 0.198
H 0.37894 -0.99417 1.41925 -0.12 -0.29 -1.43 0.507
H 0.59224 1.10459 3.41002 0.11 -0.27 0.93 0.246
```
Positions in Å, forces in eV/Å.

---

Density functional theory data (ωB97M-V with the def2-TZVPD basis set) for C41H30Cl3N6O6PSW as an isolated structure.

The calculation puts the energy at -4547.089897 Ha. The gap between HOMO and LUMO (spin up / spin down) is 5.461 / 5.379 eV. The total charge is +2. The value obtained for the largest force on an atom is 2.85 eV/Å. The expectation value of S² is 2.046. The multiplicity is 3.

The geometry in XYZ format:
```
89
Properties=species:S:1:pos:R:3:forces:R:3:lowdin_spin:R:1
W -0.43955 -0.03840 -0.51158 -1.74 -0.79 -2.11 0.808
O -4.69708 -0.47334 -1.20967 0.03 0.01 -0.02 0.006
C -3.44350 -0.59056 -0.87355 0.15 -0.14 -0.06 0.010
O -2.66272 0.35715 -0.76881 -0.30 -0.02 0.33 0.013
C -2.95237 -1.94755 -0.56063 0.02 0.21 -0.13 0.004
C -3.67734 -3.11468 -0.50093 0.17 -0.10 0.08 0.003
C -3.00914 -4.25378 -0.04109 -0.07 0.10 -0.04 0.006
C -1.69057 -4.15989 0.36738 0.09 0.00 0.00 0.002
C -1.03086 -2.93898 0.26622 -0.11 -0.07 0.07 0.012
N -1.65541 -1.87878 -0.23220 0.09 0.17 0.19 -0.004
C 0.36754 -2.61112 0.75621 0.10 0.25 -0.22 0.046
O 1.23114 -3.58815 0.30205 -0.17 -0.09 -0.11 0.007
O 0.69661 -1.38767 0.18104 0.32 0.11 0.28 0.062
H -4.93398 0.45657 -1.37097 0.02 0.02 0.00 0.000
H -4.72186 -3.13678 -0.77514 -0.01 0.03 -0.02 0.000
H -3.53431 -5.19693 0.02034 0.01 -0.02 0.01 0.000
H -1.15529 -5.01444 0.75897 -0.02 -0.01 0.01 0.000
H 2.12754 -3.21475 0.30483 0.02 -0.01 0.06 0.002
C 2.63749 -2.22252 3.44886 0.00 -0.04 0.04 0.010
C 1.65813 -2.98648 2.90935 0.07 0.04 -0.05 0.219
C 0.40672 -2.40216 2.33297 0.02 0.00 0.10 0.056
C 0.26228 -0.93028 2.65911 -0.11 -0.07 0.11 0.200
C 1.28805 -0.20978 3.19300 0.04 -0.02 0.04 0.018
C 2.49666 -0.82292 3.57303 -0.08 0.04 -0.03 0.322
P -1.18116 -0.10012 2.00129 0.77 -0.09 -0.02 0.024
C -2.58214 -0.98707 2.73093 -0.11 0.04 0.01 0.005
C -3.88290 -0.83576 2.25069 -0.09 0.15 0.03 0.000
C -4.94973 -1.45647 2.87890 0.03 -0.02 0.04 0.001
C -4.72969 -2.22843 4.01260 -0.04 0.01 -0.02 -0.001
C -3.44825 -2.35227 4.52641 0.01 0.00 0.00 0.001
C -2.37901 -1.73361 3.89473 0.02 -0.09 -0.08 0.004
C -1.24600 1.59299 2.49610 -0.18 0.06 -0.03 -0.002
C -1.64091 2.02529 3.73862 0.07 -0.02 0.00 0.002
C -1.62891 3.39901 4.02839 0.01 0.01 -0.01 -0.003
C -1.23166 4.28878 3.06680 0.00 0.00 -0.01 0.002
C -0.84478 3.86409 1.77352 -0.02 -0.02 0.05 0.000
C -0.44045 4.79033 0.78396 0.01 0.00 -0.02 0.020
C -0.07640 4.34446 -0.44971 0.00 -0.05 -0.02 -0.001
C -0.12563 2.96622 -0.75861 0.03 0.08 0.07 0.021
C -0.52272 2.01166 0.15478 0.14 -0.07 0.01 -0.009
C -0.86668 2.48260 1.46385 0.02 0.10 -0.04 0.006
H 3.53684 -2.69631 3.81989 0.00 -0.01 0.00 -0.005
H 1.77221 -4.06045 2.85737 -0.01 -0.01 -0.02 0.010
H -0.45229 -2.96616 2.72091 0.05 -0.03 0.02 0.022
H 1.18073 0.85960 3.32967 -0.02 0.00 0.00 -0.004
H 3.29385 -0.22477 3.98807 0.01 0.00 0.00 0.017
H -4.09115 -0.16602 1.42742 0.04 0.04 -0.03 0.000
H -5.95410 -1.31753 2.50165 -0.01 0.00 0.00 0.000
H -5.56120 -2.70957 4.50974 0.00 0.00 0.00 0.000
H -3.27798 -2.92354 5.42892 0.01 0.00 0.00 0.000
H -1.38614 -1.82708 4.31567 -0.02 0.04 0.03 0.003
H -1.94925 1.31464 4.49611 0.00 -0.01 0.00 0.000
H -1.92682 3.74602 5.00766 -0.01 0.00 0.01 0.000
H -1.21431 5.34966 3.28423 0.00 0.00 0.01 0.000
H -0.41939 5.84530 1.02560 0.00 0.01 0.00 0.001
H 0.24919 5.04310 -1.20961 0.01 0.00 0.00 -0.001
H 0.20440 2.67878 -1.74596 0.00 0.00 0.01 0.001
N 6.38086 3.83297 -3.80762 0.00 -0.01 -0.03 0.002
C 5.52401 3.01983 -3.14176 -0.02 0.05 0.01 0.001
C 4.23740 3.47230 -2.78818 0.02 -0.05 0.01 0.000
C 3.37305 2.64760 -2.10905 0.01 0.09 0.09 0.001
C 3.76320 1.35471 -1.76532 -0.04 -0.10 -0.23 0.000
C 5.02624 0.88985 -2.11815 0.03 -0.05 -0.04 0.001
C 5.89974 1.71408 -2.79165 -0.02 -0.03 0.02 0.000
S 2.67753 0.30474 -0.91943 0.21 0.50 0.25 0.005
O 2.13252 0.98519 0.23759 0.24 0.03 0.03 0.023
O 3.29544 -0.97843 -0.75214 -0.02 -0.05 -0.06 0.003
N 1.27018 0.18661 -1.83977 0.08 -0.40 0.75 0.010
C 1.15042 -0.92772 -2.66183 -0.09 0.06 0.18 0.002
N 2.14113 -1.39640 -3.39572 0.04 0.13 -0.09 0.001
C 1.90573 -2.53968 -4.02643 -0.04 -0.05 -0.03 0.000
C 0.69982 -3.22859 -3.92251 -0.03 0.06 0.04 0.000
C -0.27850 -2.64581 -3.14599 -0.13 0.08 -0.17 0.002
N -0.07177 -1.47662 -2.53800 0.43 0.08 0.45 0.027
H 6.13132 4.77706 -4.03524 0.00 0.00 0.01 0.000
H 7.30670 3.52690 -4.04277 0.00 0.00 0.01 0.000
H 3.93823 4.48116 -3.04272 0.00 0.01 0.00 0.000
H 2.39940 3.01872 -1.81872 -0.02 -0.02 0.01 0.000
H 5.31752 -0.11815 -1.85857 -0.01 -0.01 0.00 0.000
H 6.88598 1.35431 -3.05458 0.00 -0.01 0.00 0.000
H 2.71462 -2.92935 -4.63332 0.01 0.01 0.00 0.000
H 0.53731 -4.16878 -4.42606 0.00 -0.01 0.00 0.000
H -1.25395 -3.10333 -3.01830 0.00 -0.01 0.02 0.000
Cl -2.72145 3.51753 -4.57730 0.01 -0.01 -0.02 0.000
C -1.55132 2.23580 -4.88667 0.03 -0.10 0.04 0.000
Cl -2.17689 1.06312 -6.05017 0.02 0.05 0.02 0.001
Cl -0.00180 2.89207 -5.40898 -0.01 0.00 0.00 0.000
C -1.31920 1.52617 -3.61800 -0.09 -0.02 0.01 0.003
N -1.12924 1.00101 -2.62203 0.09 0.02 0.24 0.001
```
Positions in Å, forces in eV/Å.

---

Q: Which formula does entry 2 have?
A: C4H6NP